No. 1
Molecular formula: C28H20F9PPd
Method: DFT, ωB97M-V with the def2-TZVPD basis set

Frontier orbital gap (alpha / beta) = 0.3189 / 0.2241 Eh
⟨S²⟩ = 2.0140
Net charge = +2
DFT total energy = -2446.4490 hartree
Multiplicity = 3
Molar mass = 664.84 g/mol

Last column: Löwdin spin population.
Atoms and positions in Å:
Pd -0.1149 -1.9319 -0.3121  0.991
P 0.9058 0.0335 0.5093  0.233
F -0.0722 1.1506 -6.0445  0.000
F 4.5825 5.4826 1.2063  0.000
F -3.4764 -0.4152 5.5709  0.001
F -2.1261 1.2664 -5.3591  0.002
F 4.2075 5.0731 3.3018  0.000
F -4.7226 -1.1213 3.9419  0.001
F 5.9035 4.1573 2.3060  0.000
F -0.8370 3.0037 -5.2157  0.001
F -4.4882 1.0072 4.2838  0.003
C -2.6664 -0.1357 3.3767  0.043
C -0.3288 0.2398 2.9899  0.021
C -1.0553 1.8650 -2.6243  0.007
C 0.2510 0.4848 -1.1499  0.050
C 1.5199 2.5479 1.4067  0.012
C 3.4428 1.1130 1.0212  0.005
C -1.8109 -3.5963 -0.7039  0.020
C -0.5293 0.0731 1.6159  0.061
C 0.9326 -4.2170 -0.8173  0.057
C 3.7453 3.3697 1.7569  0.000
C 4.6328 4.5320 2.1521  0.000
C -3.8544 -0.1732 4.3170  0.004
C 2.0697 1.3176 1.0338  0.052
C 4.2886 2.1522 1.3847  0.000
C 2.3696 3.5757 1.7644  0.004
C -0.7131 1.4835 -1.3443  0.016
C -1.8225 -0.2241 1.1343  0.055
C 0.4755 0.2341 -3.5494  -0.002
C -1.1273 -4.0191 0.4490  0.073
C 0.2384 -4.3606 0.3879  0.075
C -1.3964 0.1638 3.8642  0.010
C 0.8409 -0.1423 -2.2623  0.036
C -2.8815 -0.3356 2.0225  -0.004
C -0.8709 1.6752 -5.1127  0.002
C 0.2663 -3.7247 -1.9511  0.085
C -1.8365 -3.0149 -3.1718  0.006
C -1.1256 -3.4340 -1.9231  0.039
C -0.4622 1.2368 -3.7205  0.024
H 0.4494 2.7018 1.4222  0.000
H 0.9374 -0.2259 -4.4123  -0.001
H -1.6236 -1.9708 -3.4153  0.002
H 0.6639 0.4414 3.3725  0.000
H 1.9628 -4.5379 -0.8934  0.000
H -2.9140 -3.1233 -3.0700  0.000
H 3.8585 0.1546 0.7379  0.002
H -1.5012 -3.6105 -4.0208  0.002
H 5.3599 2.0085 1.3848  0.000
H 0.7213 -4.8106 1.2446  0.002
H -3.8804 -0.5488 1.6650  -0.001
H 0.7924 -3.6618 -2.8957  0.003
H 1.6534 -0.8475 -2.1252  0.002
H -2.8830 -3.4507 -0.6711  0.000
H -2.0443 -0.2436 0.0712  0.000
H -1.1747 1.9766 -0.4988  0.000
H -1.2507 0.3271 4.9234  0.000
H -1.6706 -4.1639 1.3738  0.003
H -1.7760 2.6566 -2.7849  0.000
H 1.9655 4.5360 2.0571  0.001

Cartesian forces (eV/Å) of the 2 atoms listed first:
Pd -0.1 -0.4 0.3
P -0.5 0.9 -0.3

=====

No. 2
Molecular formula: C28H21AuN3O5
Method: DFT, ωB97M-V with the def2-TZVPD basis set

Frontier orbital gap = 0.2631 Eh
Net charge = -1
DFT total energy = -1755.8477 hartree
Relative energy (zero: lowest compared OMol25 entry of this formula, charge and spin) = 0.0 kJ/mol
Multiplicity = 1
Molar mass = 676.46 g/mol

Last column: natural (NBO) charge in e.
Atoms and positions in Å:
Au -0.5701 -0.9790 -0.7045  1.319
O 2.7239 3.5522 -1.1526  -0.721
O -3.0375 -2.6021 0.7446  -0.594
O 0.5250 -3.8038 -1.8244  -0.594
O 2.1007 -0.5619 -0.5652  -0.708
O -2.1962 -0.8440 -2.1913  -0.771
N -0.0818 0.9721 -1.1481  -0.313
N -1.1305 -2.8904 -0.5147  -0.686
N 1.1955 1.4928 -1.1140  -0.555
C 1.0506 -1.0298 3.8383  -0.194
C 2.1945 0.6421 -0.8336  0.615
C 3.5478 1.3021 -0.8638  -0.235
C 1.2269 -2.0981 3.0117  -0.208
C -4.2491 0.1959 -2.5764  -0.250
C -1.2899 2.2424 2.6056  -0.213
C -0.2476 0.1071 2.0904  -0.025
C -4.5041 2.5900 -2.3875  -0.308
C -0.4617 -3.9199 -1.1353  0.679
C -3.1819 2.6791 -2.0309  -0.139
C 6.1304 2.3621 -0.8674  -0.192
C 4.6625 0.4793 -0.7313  -0.145
C -2.2939 -3.2997 0.0968  0.692
C -1.1623 -5.2273 -0.7870  -0.508
C -5.0322 1.3171 -2.6532  -0.192
C 3.7430 2.6863 -1.0076  0.425
C -0.0014 -1.0071 1.2372  -0.106
C -0.9770 1.7970 -1.5716  0.129
C -0.6859 2.2489 3.8811  -0.225
C 5.0406 3.2018 -1.0000  -0.317
C -1.0800 1.2045 1.7461  -0.198
C -2.3563 1.5464 -1.9058  -0.263
C 0.3046 0.0889 3.4004  -0.087
C -2.8743 0.2519 -2.2108  0.402
C 5.9492 0.9892 -0.7353  -0.282
C -2.4930 -4.7830 -0.1939  -0.509
C 0.0807 1.1899 4.2661  -0.180
C 0.7031 -2.0812 1.7022  -0.249
H -4.6541 -0.7875 -2.7786  0.207
H -0.8514 3.0799 4.5554  0.203
H -0.6122 2.8088 -1.7369  0.193
H -2.7409 3.6504 -1.8310  0.199
H 1.7951 -2.9601 3.3396  0.205
H -1.9360 3.0590 2.3091  0.207
H 0.5270 1.1627 5.2540  0.200
H -6.0771 1.2165 -2.9249  0.199
H 5.1629 4.2724 -1.1048  0.209
H -1.5886 1.1975 0.7924  0.218
H 1.8996 2.9864 -1.1702  0.500
H 4.4747 -0.5810 -0.6211  0.235
H -0.5383 -5.7408 -0.0525  0.226
H -2.7952 -5.3018 0.7136  0.226
H -1.2296 -5.8608 -1.6689  0.228
H 1.4654 -1.0228 4.8397  0.200
H -3.3097 -4.8606 -0.9137  0.230
H 7.1299 2.7815 -0.8676  0.197
H 0.9256 -2.9159 1.0529  0.221
H 6.8008 0.3288 -0.6348  0.200
H -5.1201 3.4755 -2.4658  0.203

Cartesian forces (eV/Å) of the 2 atoms listed first:
Au -1.6 0.2 0.0
O 0.1 0.0 0.0

=====

No. 3
Molecular formula: C28H21BrNO19
Method: DFT, ωB97M-V with the def2-TZVPD basis set

Frontier orbital gap = 0.1945 Eh
Net charge = -1
DFT total energy = -5137.9976 hartree
Multiplicity = 1
Molar mass = 755.37 g/mol

Last column: natural (NBO) charge in e.
Atoms and positions in Å:
Br -0.5727 -0.9286 -2.3350  -0.108
O 3.6682 2.4465 5.9960  -0.632
O 1.1682 1.7364 -3.0887  -0.511
O 0.0276 -9.6653 1.3950  -0.636
O -6.3278 1.9576 -4.2165  -0.639
O 5.6464 2.9528 4.4201  -0.563
O 3.2489 1.5526 0.6279  -0.648
O 1.2522 1.0591 2.1982  -0.513
O 5.5497 4.6216 -2.5086  -0.572
O -1.2876 -5.2582 0.3648  -0.505
O 1.1324 -4.4121 0.4313  -0.625
O 1.3120 3.2891 -0.9889  -0.636
O -4.7051 3.9998 0.5720  -0.623
O -6.1682 0.4496 -2.1679  -0.540
O -0.3160 1.1067 -0.5075  -0.558
O -4.3667 -0.1743 1.3566  -0.799
O -4.9429 5.5353 -1.4991  -0.570
O -2.8837 -1.2155 2.7028  -0.756
O 2.4584 -8.8180 1.4109  -0.568
O 5.4281 3.0897 -4.5711  -0.637
N -1.5515 -2.1627 0.4413  -0.611
C -5.4084 2.1043 -0.6404  -0.390
C 0.9672 -5.7006 0.6519  0.354
C 4.5820 2.2745 2.4222  -0.436
C 1.9673 -6.5635 0.8984  -0.416
C 2.1973 2.3727 -3.0086  0.464
C 0.1911 -8.3723 1.1428  0.321
C -5.9316 2.5529 -3.1020  0.340
C -5.2202 4.3650 -1.7112  0.480
C 4.3716 3.0626 -3.7676  0.311
C 4.6645 2.5118 3.8435  0.478
C -0.5342 -0.0596 -0.5637  0.581
C 3.2886 2.3022 -3.9653  -0.381
C 3.4248 4.0654 -1.6331  -0.414
C 2.2280 1.4938 2.7728  0.455
C 2.3320 3.3020 -1.8176  0.358
C -5.1141 3.4095 -0.5446  0.313
C -3.4478 -0.9853 1.6271  0.752
C -0.4863 -6.1307 0.6206  0.469
C -5.6387 3.8554 -2.9993  -0.413
C 2.3190 1.7218 4.2033  -0.375
C -0.6917 -1.0323 0.5989  -0.357
C -5.8458 1.5991 -1.9225  0.474
C -0.8091 -7.5189 0.8935  -0.388
C 4.5043 3.9911 -2.5806  0.476
C 1.6428 -7.9436 1.1608  0.476
C 3.4628 2.1997 4.7080  0.309
C 3.4351 1.7989 1.9102  0.414
C -2.9728 -1.8133 0.3928  -0.353
H -5.3180 1.4117 0.1929  0.317
H 0.2300 -4.0277 0.3581  0.521
H 5.4474 2.4934 1.8125  0.240
H -3.5444 -2.7500 0.3845  0.206
H -1.0064 -0.4396 1.4638  0.286
H -1.8476 -7.8173 0.8750  0.244
H 6.0465 3.7287 -4.1604  0.506
H -6.4594 1.0182 -3.9603  0.507
H 4.5838 2.7864 6.0545  0.505
H 3.0054 -6.2643 0.9229  0.241
H -4.5673 4.9387 0.3431  0.499
H 1.4560 1.4905 4.8117  0.252
H -1.2914 -2.7294 -0.3565  0.356
H 0.6596 2.6105 -1.2787  0.538
H -5.7006 4.5416 -3.8321  0.233
H 3.1833 1.6382 -4.8115  0.240
H 3.5317 4.7268 -0.7847  0.240
H 0.3467 -1.3583 0.7823  0.222
H -3.2493 -1.2625 -0.5194  0.172
H 0.9291 -10.0174 1.5413  0.506
H 2.3175 1.2566 0.5372  0.513

Cartesian forces (eV/Å) of the 2 atoms listed first:
Br 0.0 -0.2 -0.1
O -0.1 0.0 0.0